Record 1
DFT (ωB97M-V/def2-TZVPD) results for C29H29Cl6N5O4STeTi as an isolated structure.

The geometry in ORCA input format:
```
! wB97M-V def2-TZVPD RIJCOSX def2/J DEFGRID3
* xyz -2 1
Ti 1.427 0.033 -0.240
N 0.092 0.970 1.120
C 0.645 1.444 2.384
C 0.773 0.335 3.405
C 1.767 -0.723 2.974
N 1.426 -1.266 1.655
H -0.166 1.846 0.517
H -0.752 0.416 1.250
H 0.012 2.238 2.792
H 1.623 1.892 2.178
H -0.217 -0.118 3.546
H 1.080 0.749 4.369
H 1.817 -1.517 3.730
H 2.761 -0.279 2.883
H 0.494 -1.680 1.623
H 2.073 -1.987 1.357
Cl 5.053 3.999 -2.597
C 3.470 3.728 -1.863
C 3.136 2.470 -1.384
C 1.906 2.185 -0.802
Cl 3.812 -0.128 0.289
C 0.951 3.273 -0.705
O -0.250 3.183 -0.194
C 1.364 4.532 -1.198
Cl 0.235 5.879 -1.082
C 2.593 4.784 -1.780
H 3.868 1.685 -1.490
H 2.844 5.770 -2.145
Cl -4.649 -4.033 8.941
C -4.695 -3.103 7.467
C -5.909 -2.891 6.832
C -5.924 -2.158 5.664
C -4.759 -1.623 5.116
C -4.837 -0.858 3.823
C -4.941 -1.817 2.619
N -3.654 -2.343 2.224
C -3.051 -3.531 2.560
C -1.779 -3.447 2.073
N -1.573 -2.230 1.465
C -2.713 -1.591 1.589
O -5.980 -0.020 3.898
C -6.020 1.071 2.973
C -4.772 1.877 2.836
C -4.195 2.588 3.850
Cl -4.788 2.729 5.469
S -2.756 3.381 3.364
C -2.898 2.761 1.768
C -4.005 1.978 1.642
C -3.565 -1.853 5.787
Cl -2.078 -1.226 5.174
C -3.518 -2.594 6.959
H -6.820 -3.295 7.251
H -6.863 -1.967 5.159
H -3.933 -0.261 3.701
H -5.350 -1.263 1.778
H -5.625 -2.636 2.844
H -3.587 -4.316 3.072
H -1.008 -4.202 2.089
H -2.915 -0.611 1.179
H -6.831 1.701 3.344
H -6.306 0.707 1.982
H -2.152 3.007 1.012
H -4.248 1.489 0.711
H -2.576 -2.764 7.459
O -2.186 0.456 -0.470
C -1.531 0.660 -1.498
C -2.229 1.062 -2.790
C -1.084 1.304 -3.747
C 0.150 0.931 -2.931
O 1.272 0.945 -3.380
N -0.201 0.560 -1.649
H -2.847 1.940 -2.595
H -2.885 0.243 -3.089
H -0.983 2.348 -4.048
H -1.104 0.688 -4.646
Te 1.286 -2.228 -1.417
*
```

Its energy above the lowest of the compared OMol25 structures with the same formula, charge and spin is 0.000 eV. The HOMO energy (spin up / spin down) comes out at -0.8108 / -0.8119 eV. The value obtained for the gap between HOMO and LUMO (spin up / spin down) is 3.906 / 3.907 eV.

Mulliken atomic charges, in units of e: -0.386 2.070 -0.676 0.285 -0.970 -0.184 -0.246 -0.539 0.022 0.362 -0.560 0.626 0.358 0.374 0.024 0.451 -0.332 0.062 -0.420 0.456 -0.587 -0.340 -0.679 0.570 -0.319 -0.662 0.279 0.412 -0.243 0.425 -0.954 -0.305 -0.865 1.135 -1.159 0.520 -0.286 -1.000 -0.110 -0.257 -0.321 -1.215 0.277 0.843 -0.257 -0.237 -0.123 -0.862 1.025 -0.161 -0.910 0.414 0.439 0.085 0.497 0.060 0.396 0.474 0.296 0.435 0.345 0.570 0.314 0.483 -0.476 -0.481 -0.547 -0.572 0.001 -0.603 1.101 0.254 0.295 0.227 0.289 -0.710

Record 2
DFT (ωB97M-V/def2-TZVPD) results for C38H30BF3O3S as an isolated structure in a non-equilibrium geometry.

The geometry in ORCA input format:
```
! wB97M-V def2-TZVPD RIJCOSX def2/J DEFGRID3
* xyz 0 1
C -5.524 -3.230 1.284
C -4.504 -2.165 1.340
C -4.603 -1.008 0.547
C -3.771 0.079 0.763
C -2.704 -0.032 1.693
C -1.743 1.138 1.893
C -0.395 0.630 2.279
C -0.036 0.133 3.541
C 1.208 -0.465 3.684
C 2.099 -0.505 2.608
O 3.362 -1.003 2.860
C 4.024 -1.732 1.880
C 5.418 -1.729 1.987
C 6.169 -2.492 1.102
C 5.530 -3.266 0.123
C 4.130 -3.296 0.051
C 3.361 -2.530 0.937
C 1.764 0.070 1.374
C 0.535 0.664 1.239
C -2.579 -1.209 2.434
C -3.422 -2.279 2.212
H -5.047 -4.190 1.446
H -6.295 -3.107 2.050
H -6.007 -3.214 0.313
H -5.407 -0.946 -0.190
H -3.902 1.000 0.183
H -1.673 1.575 0.883
H -0.727 0.143 4.386
H 1.523 -0.912 4.630
H 5.866 -1.129 2.771
H 7.253 -2.490 1.187
H 6.126 -3.859 -0.583
H 3.625 -3.922 -0.692
H 2.267 -2.571 0.910
H 2.463 0.117 0.545
H 0.263 1.145 0.296
H -1.756 -1.320 3.161
H -3.271 -3.200 2.777
C -4.691 6.863 4.780
C -3.732 5.798 4.437
C -2.699 5.348 5.268
C -1.941 4.306 4.754
C -2.131 4.082 3.379
B -2.512 2.022 2.869
C -1.032 3.753 2.518
C -1.083 4.139 1.163
C 0.082 4.654 0.636
C 1.300 4.439 1.256
C 2.582 4.964 0.660
F 3.413 5.470 1.622
F 3.296 3.990 0.000
F 2.367 5.966 -0.246
C 1.355 3.722 2.445
C 0.190 3.323 3.070
O -2.584 1.575 4.221
C -3.921 1.326 4.346
C -4.645 1.777 3.215
C -5.917 1.312 2.911
C -6.387 0.276 3.711
C -5.659 -0.219 4.789
C -4.420 0.323 5.163
O -3.829 2.332 2.297
S -3.668 4.949 2.977
H -4.337 7.454 5.624
H -4.834 7.531 3.936
H -5.670 6.469 5.048
H -2.495 5.799 6.224
H -1.206 3.733 5.303
H -2.029 4.174 0.616
H 0.019 5.245 -0.265
H 2.306 3.493 2.867
H 0.277 2.747 3.991
H -6.422 1.719 2.045
H -7.357 -0.152 3.466
H -6.040 -1.054 5.380
H -3.806 -0.028 5.991
*
```

Its energy above the lowest of the compared OMol25 structures with the same formula, charge and spin is 0.000 eV. The HOMO energy comes out at -7.5988 eV. The value obtained for the gap between HOMO and LUMO is 6.639 eV.

Mulliken atomic charges, in units of e: -1.548 1.349 -0.925 -0.607 -0.183 0.291 0.202 -0.214 -1.216 0.205 -0.538 0.584 -0.619 -0.435 -0.512 -0.597 -0.186 -0.548 -0.374 -0.174 -1.232 0.398 0.229 0.400 0.308 0.377 0.610 0.730 0.434 0.401 0.375 0.350 0.351 0.414 0.547 0.453 0.374 0.355 -1.387 0.879 -1.280 -0.244 0.677 1.918 0.953 -0.474 -1.294 0.363 0.763 -0.273 -0.253 -0.291 -1.535 0.072 -0.678 0.432 0.491 -1.079 -0.471 -0.628 -1.139 -0.569 -0.304 0.393 0.348 0.271 0.383 0.490 0.501 0.473 0.516 0.355 0.517 0.428 0.382 0.463

Record 3
DFT (ωB97M-V/def2-TZVPD) results for C29H52AsN5O5PtSi3 as an isolated structure.

The geometry in ORCA input format:
```
! wB97M-V def2-TZVPD RIJCOSX def2/J DEFGRID3
* xyz 4 1
Pt 0.381 1.268 0.767
N -5.185 5.203 3.807
C -4.220 4.036 3.863
C -3.169 4.105 2.748
N -2.125 3.089 2.867
H -5.904 5.123 4.533
H -5.672 5.259 2.909
H -4.710 6.097 3.955
H -4.825 3.133 3.799
H -3.754 4.076 4.846
H -2.686 5.086 2.776
H -3.650 4.010 1.772
H -2.532 2.163 2.949
H -1.579 3.252 3.706
C -0.227 2.713 -4.966
N 0.034 1.417 -4.351
N 0.393 1.253 -3.029
C 0.662 -0.103 -2.799
O 0.954 -0.540 -1.659
C 0.477 -0.736 -4.048
C 0.095 0.225 -4.964
C -0.204 0.088 -6.412
C 0.139 2.217 -2.032
C -1.063 2.893 -1.975
C -1.279 3.874 -0.993
C -0.322 4.148 -0.044
C 0.908 3.454 -0.070
C 1.144 2.496 -1.076
H 0.192 3.501 -4.348
H -1.297 2.871 -5.101
H 0.266 2.742 -5.935
H 0.627 -1.781 -4.257
H -0.114 -0.953 -6.712
H 0.490 0.677 -7.015
H -1.217 0.428 -6.631
H -1.838 2.669 -2.697
H -2.207 4.430 -1.006
H -0.476 4.924 0.693
H 1.717 3.751 0.590
H 2.131 2.076 -1.217
C 4.786 -1.963 1.643
Si 3.902 -0.379 1.297
C 3.921 0.823 2.723
C 4.167 0.372 -0.374
As 1.437 -0.635 1.640
Si 1.751 -3.666 -1.059
C 0.383 -4.331 -2.063
C 2.052 -4.439 0.572
C 3.100 -2.814 -1.945
Si 0.727 -1.179 3.958
C 2.183 -2.096 4.648
C -0.792 -2.236 3.752
C 0.421 0.501 4.700
H 5.854 -1.719 1.691
H 4.675 -2.706 0.855
H 4.515 -2.403 2.603
H 4.299 0.351 3.631
H 2.960 1.293 2.959
H 4.601 1.641 2.468
H 5.194 0.173 -0.694
H 4.051 1.456 -0.329
H 3.488 -0.031 -1.126
H -0.408 -4.792 -1.479
H 0.853 -5.120 -2.669
H -0.036 -3.598 -2.753
H 1.171 -4.411 1.213
H 2.923 -4.050 1.096
H 2.245 -5.501 0.363
H 2.750 -1.881 -2.382
H 3.374 -3.481 -2.774
H 3.992 -2.646 -1.345
H 2.502 -2.922 4.009
H 1.876 -2.539 5.601
H 3.036 -1.450 4.855
H -0.533 -3.296 3.771
H -1.368 -2.033 2.849
H -1.458 -2.051 4.599
H 1.321 0.897 5.173
H -0.348 0.413 5.471
H 0.077 1.222 3.955
O 0.329 -1.861 0.630
C -0.794 -1.301 0.298
O -1.084 -0.123 0.651
C -1.784 -1.989 -0.539
C -2.275 -3.274 -0.316
C -3.204 -3.807 -1.200
C -3.600 -3.092 -2.327
C -3.084 -1.822 -2.519
C -2.216 -1.240 -1.628
N -3.438 -1.039 -3.728
O -2.963 0.085 -3.810
O -4.142 -1.568 -4.544
H -1.963 -3.843 0.551
H -3.619 -4.790 -1.021
H -4.298 -3.507 -3.043
H -1.860 -0.238 -1.801
*
```

Its energy above the lowest of the compared OMol25 structures with the same formula, charge and spin is 4.431 eV. The HOMO energy (spin up / spin down) comes out at -17.3014 / -17.3014 eV. The value obtained for the gap between HOMO and LUMO (spin up / spin down) is 5.278 / 5.277 eV.

Mulliken atomic charges, in units of e: 1.914 -0.304 -0.599 -0.938 -0.322 0.375 0.351 0.358 0.392 0.386 0.496 0.405 0.213 0.237 -1.050 -0.168 0.630 0.019 -0.531 -0.702 0.112 -1.817 0.333 0.462 -1.084 -0.856 -0.790 -0.983 0.377 0.382 0.387 0.527 0.414 0.411 0.376 0.553 0.518 0.510 0.690 0.607 -0.946 0.576 -1.243 -0.775 -0.311 0.681 -0.800 -0.874 -0.443 0.212 -1.044 -0.832 -0.818 0.482 0.245 0.344 0.356 0.292 0.481 0.555 0.435 -0.032 0.323 0.505 0.174 0.214 0.230 0.543 -0.154 0.489 0.338 0.310 0.459 0.349 0.339 0.174 0.493 0.395 0.468 -0.028 0.285 0.005 -0.837 0.230 -0.215 -0.760 -0.750 -0.688 0.165 1.096 -0.567 -0.571 0.580 0.486 0.599 0.486

Record 4
DFT (ωB97M-V/def2-TZVPD) results for a 14-piece molecular cluster, C4H34NO14S overall in a non-equilibrium geometry.

The geometry in ORCA input format:
```
! wB97M-V def2-TZVPD RIJCOSX def2/J DEFGRID3
* xyz -1 1
C 1.486 -2.175 0.200
C 2.504 -2.119 1.378
S 2.104 -0.757 2.532
C 1.425 -1.031 -0.750
N 0.365 -0.165 -0.639
C -1.060 -0.573 -0.446
O 2.285 -0.735 -1.574
H 1.405 -3.176 -0.251
H 0.555 -2.172 0.777
H 2.366 -3.128 1.788
H 3.540 -1.960 1.073
H 0.418 0.508 -1.396
H -1.013 -1.528 0.065
H -1.429 -0.904 -1.455
H -1.686 0.169 0.042
H -0.769 -3.587 -2.623
H -2.134 -2.778 -2.811
O -1.221 -2.749 -2.506
H 3.407 1.505 3.222
H 3.653 1.300 1.773
O 3.579 2.010 2.422
H -0.003 3.608 -0.425
H -0.626 2.330 -0.170
O -0.725 3.250 0.113
H -2.741 -0.474 -3.312
H -3.415 0.058 -2.052
O -2.999 -0.737 -2.423
H 2.716 -0.652 -3.217
H 3.112 0.731 -3.883
O 3.130 -0.243 -4.000
H -1.521 -3.725 -0.232
H -0.142 -3.645 0.604
O -0.838 -4.203 0.244
H -0.070 -0.447 3.523
H -0.965 0.190 2.384
O -0.923 -0.057 3.309
H -0.952 1.669 3.565
H 0.071 2.712 3.028
O -0.710 2.619 3.585
H 2.651 2.559 0.944
H 1.379 1.935 0.254
O 2.108 2.559 0.145
H -4.429 -1.099 1.133
H -3.421 -0.567 0.229
O -3.902 -1.384 0.372
H -3.206 1.276 2.572
H -2.258 2.172 1.688
O -3.038 1.599 1.685
H 3.035 1.916 -1.907
H 4.246 1.343 -2.384
O 3.602 1.992 -2.699
H -2.282 2.601 -1.195
H -3.515 1.855 -0.761
O -3.148 2.304 -1.534
*
```

Its energy above the lowest of the compared OMol25 structures with the same formula, charge and spin is 1.529 eV. The HOMO energy comes out at -4.4029 eV. The value obtained for the gap between HOMO and LUMO is 6.582 eV.

Mulliken atomic charges, in units of e: -0.655 -1.039 -0.537 0.107 0.824 -0.389 -0.846 1.078 -0.362 0.373 0.243 0.362 0.499 0.334 -0.789 0.271 0.269 -0.552 0.326 0.283 -0.742 0.322 0.096 -0.631 0.295 0.247 -0.588 0.502 0.387 -0.764 0.341 0.539 -0.676 0.166 0.330 -0.690 0.426 0.310 -0.708 0.343 0.265 -0.558 0.303 0.202 -0.592 0.301 0.281 -0.566 0.358 0.359 -0.740 0.418 0.365 -0.697

Record 5
DFT (ωB97M-V/def2-TZVPD) results for O2S2 in the gas phase in a non-equilibrium geometry.

The geometry in ORCA input format:
```
! wB97M-V def2-TZVPD RIJCOSX def2/J DEFGRID3
* xyz 0 1
O 0.595 1.675 1.442
O -0.612 -1.682 -1.366
S -0.189 -0.862 -0.227
S 0.112 1.406 0.062
*
```

Its energy above the lowest of the compared OMol25 structures with the same formula, charge and spin is 1.389 eV. The HOMO energy (spin up / spin down) comes out at -9.7185 / -9.6853 eV. The value obtained for the gap between HOMO and LUMO (spin up / spin down) is 7.876 / 7.935 eV.

Mulliken atomic charges, in units of e: -0.351 -0.345 0.352 0.344

Record 6
DFT (ωB97M-V/def2-TZVPD) results for C49H46N2NiO2SSeSi as an isolated structure.

The geometry in ORCA input format:
```
! wB97M-V def2-TZVPD RIJCOSX def2/J DEFGRID3
* xyz -2 3
Ni 0.172 -0.490 0.406
O -1.782 -0.891 0.761
C -2.834 -0.277 0.134
C -2.356 0.900 -0.782
C -1.641 1.916 0.042
C -2.275 3.063 0.500
C -1.595 3.902 1.362
C -0.299 3.586 1.721
C 0.291 2.440 1.204
C 1.679 2.037 1.579
C 1.624 0.933 2.698
O 0.987 -0.179 2.252
C 0.907 1.581 3.908
C 1.411 2.691 4.585
C 0.709 3.268 5.635
C -0.515 2.738 6.031
C -1.018 1.623 5.370
C -0.308 1.051 4.318
C 3.063 0.522 3.099
C 3.393 0.208 4.417
C 4.654 -0.273 4.752
C 5.615 -0.464 3.767
C 5.289 -0.181 2.445
C 4.031 0.305 2.119
N -0.381 1.615 0.390
C -3.604 -1.316 -0.714
C -3.702 -1.277 -2.099
C -4.358 -2.288 -2.800
C -4.935 -3.349 -2.122
C -4.842 -3.399 -0.732
C -4.181 -2.396 -0.043
C -3.827 0.328 1.155
C -5.068 0.832 0.773
C -5.913 1.424 1.704
C -5.526 1.517 3.037
C -4.292 1.008 3.426
C -3.451 0.415 2.488
H -1.651 0.486 -1.497
H -3.195 1.354 -1.313
H -3.290 3.276 0.187
H -2.077 4.787 1.761
H 0.264 4.210 2.403
H 2.165 1.617 0.700
H 2.246 2.905 1.920
H 2.373 3.105 4.293
H 1.116 4.132 6.149
H -1.066 3.187 6.850
H -1.967 1.196 5.677
H -0.664 0.180 3.778
H 2.650 0.327 5.196
H 4.883 -0.506 5.787
H 6.596 -0.847 4.022
H 6.013 -0.353 1.656
H 3.798 0.479 1.076
H -3.248 -0.467 -2.656
H -4.407 -2.245 -3.883
H -5.447 -4.134 -2.668
H -5.277 -4.231 -0.189
H -4.081 -2.443 1.037
H -5.382 0.758 -0.265
H -6.874 1.818 1.390
H -6.184 1.977 3.766
H -3.977 1.082 4.461
H -2.476 0.018 2.750
C 2.962 3.432 -6.033
Si 1.451 3.235 -4.901
C 0.232 2.184 -5.904
C 0.664 4.960 -4.860
Se 1.943 2.404 -2.935
H 2.704 3.913 -6.988
H 3.404 2.451 -6.245
H 3.725 4.038 -5.532
H 0.042 2.612 -6.899
H -0.724 2.105 -5.373
H 0.627 1.170 -6.032
H 0.606 5.395 -5.869
H 1.253 5.631 -4.225
H -0.349 4.913 -4.445
S -0.359 -2.301 -4.117
C -0.157 -1.138 -2.837
N -0.370 -1.565 -1.653
C -0.716 -2.916 -1.657
C -0.982 -3.695 -0.530
C -1.286 -5.029 -0.709
C -1.335 -5.601 -1.988
C -1.077 -4.842 -3.110
C -0.764 -3.494 -2.929
H 0.180 -0.125 -3.072
H -0.959 -3.221 0.441
H -1.499 -5.645 0.157
H -1.568 -6.654 -2.099
H -1.111 -5.279 -4.100
C 4.451 -2.733 -0.291
C 3.601 -3.219 0.700
C 2.336 -2.663 0.876
C 1.850 -1.622 0.069
C 2.733 -1.163 -0.927
C 4.013 -1.696 -1.103
H 5.440 -3.160 -0.427
H 3.939 -4.024 1.350
H 1.715 -3.042 1.685
H 2.433 -0.354 -1.594
H 4.666 -1.294 -1.874
*
```

Its energy above the lowest of the compared OMol25 structures with the same formula, charge and spin is 0.470 eV. The HOMO energy (spin up / spin down) comes out at -1.8529 / -1.8590 eV. The value obtained for the gap between HOMO and LUMO (spin up / spin down) is 5.939 / 5.944 eV. The expectation value of S² is 2.01.

Here are the Mulliken charges for atoms 1 to 99, given in e: -0.454 -0.426 2.989 -1.625 -0.294 -0.797 -0.971 -0.689 0.301 -1.889 2.803 -0.508 -0.476 -0.016 -0.989 -0.499 -0.624 -0.107 -0.103 -0.383 -0.851 -0.519 -0.795 -0.483 0.731 -0.578 -0.026 -0.804 -0.516 -0.586 -0.392 0.062 -0.362 -0.833 -0.605 -0.429 -0.081 0.026 1.082 0.491 0.385 0.495 0.711 0.631 0.400 0.346 0.362 0.390 0.411 0.399 0.368 0.351 0.373 0.278 0.434 0.400 0.370 0.374 0.291 0.337 0.376 0.388 0.220 -0.076 -1.072 0.298 -1.008 -1.041 -0.583 0.314 0.249 0.256 0.362 0.216 0.212 0.294 0.272 0.270 -0.402 -0.703 1.164 -0.902 -0.169 -0.902 -0.523 -0.515 0.806 0.316 0.418 0.394 0.370 0.395 -0.418 -0.635 0.403 0.441 -0.039 -0.750 0.355